Below is 2 unconnected molecules or ions with the total composition C5H11O, with properties calculated with the ωB97M-V functional and the def2-TZVPD basis.

Its energy above the lowest of the compared OMol25 structures with the same formula, charge and spin is 21.2 kcal per mole. Its net charge is -1. The largest force on an atom comes out at 0.0198 Eh/bohr. The gap between HOMO and LUMO comes out at 6.69 eV. The value obtained for the total energy is -272.2934 hartree. For the HOMO energy, the calculation gives -0.0873 Ha. The LUMO energy comes out at 4.31 eV.

The geometry in XYZ format:
```
17
Properties=species:S:1:pos:R:3:nbo_charge:R:1
C -0.125 1.126 1.867 -0.656
C 1.135 0.934 1.063 -0.095
C 2.107 0.159 1.529 -0.488
H -0.911 1.588 1.273 0.238
H -0.541 0.171 2.193 0.208
H 0.035 1.746 2.758 0.177
H 1.132 1.428 0.103 0.243
H 3.018 0.016 0.957 0.177
H 2.026 -0.365 2.475 0.166
C -1.119 -0.391 -1.852 -0.002
O -0.427 0.330 -0.941 -0.975
C -1.202 -1.881 -1.469 -0.636
H -0.674 -0.352 -2.883 0.062
H -2.169 -0.033 -2.012 0.061
H -1.812 -2.441 -2.196 0.155
H -1.677 -1.987 -0.492 0.181
H -0.195 -2.300 -1.432 0.184
```

=====

Below is 2 unconnected molecules or ions with the total composition C5H11O, with properties calculated with the ωB97M-V functional and the def2-TZVPD basis.

Its energy above the lowest of the compared OMol25 structures with the same formula, charge and spin is 108.6 kcal per mole. Its net charge is +1. The largest force on an atom comes out at 0.0925 Eh/bohr. The gap between HOMO and LUMO (alpha / beta) comes out at 8.58 / 9.34 eV. The value obtained for the total energy is -271.8546 hartree. For the HOMO energy (alpha / beta), the calculation gives -0.4884 / -0.4989 Ha. The LUMO energy (alpha / beta) comes out at -4.71 / -4.23 eV.

The geometry in XYZ format:
```
17
Properties=species:S:1:pos:R:3:nbo_charge:R:1
C 1.223 0.229 1.058 -0.148
C -0.001 0.387 0.224 0.259
C -1.453 0.217 0.533 -0.726
C 0.243 2.004 -1.741 -0.341
C 0.457 -2.117 0.195 -0.254
O 0.965 -0.703 -0.016 -0.353
H 2.079 0.982 0.833 0.246
H 1.356 -0.185 2.071 0.239
H -1.819 -0.300 -0.445 0.248
H -1.913 1.242 0.695 0.287
H -1.689 -0.449 1.376 0.239
H 0.660 2.730 -1.165 0.185
H -0.863 1.990 -1.790 0.203
H 0.804 1.463 -2.544 0.219
H 1.322 -2.770 0.108 0.250
H -0.101 -2.085 1.119 0.209
H -0.387 -2.293 -0.549 0.237
```

=====

Below is 2 unconnected molecules or ions with the total composition C5H11O2, with properties calculated with the ωB97M-V functional and the def2-TZVPD basis.

Its energy above the lowest of the compared OMol25 structures with the same formula, charge and spin is 12.9 kcal per mole. Its net charge is -1. The largest force on an atom comes out at 0.0392 Eh/bohr. The gap between HOMO and LUMO comes out at 7.95 eV. The value obtained for the total energy is -347.6291 hartree. For the HOMO energy, the calculation gives -0.1432 Ha. The LUMO energy comes out at 4.05 eV.

The geometry in XYZ format:
```
18
Properties=species:S:1:pos:R:3:nbo_charge:R:1
C 1.593 0.027 0.302 -0.455
C 1.342 1.527 0.515 -0.609
C 1.003 -1.025 1.253 -0.617
H 2.620 -0.191 0.061 0.182
H 1.008 -0.113 -0.611 0.278
H 0.744 1.992 -0.268 0.228
H 0.768 1.731 1.427 0.184
H 0.432 -0.643 2.107 0.184
H 2.229 2.110 0.739 0.182
H 1.814 -1.578 1.719 0.181
H 0.326 -1.671 0.701 0.248
C -2.520 -0.050 -0.806 -0.738
C -1.372 -0.695 -1.608 0.755
O -1.150 -1.920 -1.509 -0.786
O -0.605 0.147 -2.157 -0.816
H -2.066 0.457 0.048 0.204
H -3.200 -0.838 -0.496 0.195
H -2.967 0.735 -1.417 0.201
```

=====

Below is 2 unconnected molecules or ions with the total composition C5H11O2, with properties calculated with the ωB97M-V functional and the def2-TZVPD basis.

Its energy above the lowest of the compared OMol25 structures with the same formula, charge and spin is 72.0 kcal per mole. Its net charge is -1. The largest force on an atom comes out at 0.0129 Eh/bohr. The gap between HOMO and LUMO comes out at 6.29 eV. The value obtained for the total energy is -347.5350 hartree. For the HOMO energy, the calculation gives -0.0922 Ha. The LUMO energy comes out at 3.78 eV.

The geometry in XYZ format:
```
18
Properties=species:S:1:pos:R:3:nbo_charge:R:1
C -0.692 1.508 0.247 -0.119
O -1.480 2.725 0.397 -0.760
C -0.371 1.376 -1.203 -0.174
C 0.806 0.975 -1.663 -0.406
H -1.269 0.647 0.594 0.211
H 0.218 1.526 0.829 0.200
H -1.605 2.854 1.340 0.455
H -1.180 1.574 -1.903 0.176
H 0.978 0.922 -2.725 0.172
H 1.558 0.649 -0.960 0.221
C 1.082 -1.957 0.483 -0.011
O 0.473 -0.861 0.978 -0.974
C 0.174 -3.200 0.472 -0.638
H 2.003 -2.250 1.061 0.064
H 1.437 -1.815 -0.576 0.062
H 0.656 -4.091 0.028 0.158
H -0.715 -2.993 -0.136 0.181
H -0.142 -3.417 1.494 0.182
```

=====

Below is 2 unconnected molecules or ions with the total composition C5H11O2, with properties calculated with the ωB97M-V functional and the def2-TZVPD basis.

Its energy above the lowest of the compared OMol25 structures with the same formula, charge and spin is 73.1 kcal per mole. Its net charge is -1. The largest force on an atom comes out at 0.0584 Eh/bohr. The gap between HOMO and LUMO comes out at 6.96 eV. The value obtained for the total energy is -347.5331 hartree. For the HOMO energy, the calculation gives -0.1184 Ha. The LUMO energy comes out at 3.74 eV.

The geometry in XYZ format:
```
18
Properties=species:S:1:pos:R:3:nbo_charge:R:1
C 0.221 0.113 1.165 0.016
O 0.531 0.785 2.265 -0.914
C 0.988 0.546 -0.128 -0.410
C 1.071 -0.485 -1.268 -0.481
C -0.305 -0.987 -1.550 -0.123
C -0.865 -0.964 -2.781 -0.482
H 0.434 -1.049 1.139 0.034
H -0.858 0.118 0.895 0.083
H 1.979 0.809 0.252 0.198
H 0.635 1.496 -0.572 0.167
H 1.795 -0.066 -1.974 0.209
H 1.606 -1.292 -0.738 0.201
H -0.879 -1.489 -0.776 0.210
H -0.174 -1.110 -3.599 0.180
H -1.931 -0.856 -2.919 0.189
H -2.086 1.920 3.543 0.431
H -0.767 1.162 3.134 0.513
O -1.395 1.349 3.911 -1.022
```

=====

Below is 2 unconnected molecules or ions with the total composition C5H11O2, with properties calculated with the ωB97M-V functional and the def2-TZVPD basis.

Its energy above the lowest of the compared OMol25 structures with the same formula, charge and spin is 14.4 kcal per mole. Its net charge is -1. The largest force on an atom comes out at 0.0439 Eh/bohr. The gap between HOMO and LUMO comes out at 7.56 eV. The value obtained for the total energy is -347.6267 hartree. For the HOMO energy, the calculation gives -0.1410 Ha. The LUMO energy comes out at 3.73 eV.

The geometry in XYZ format:
```
18
Properties=species:S:1:pos:R:3:nbo_charge:R:1
C -0.770 -1.274 0.755 -0.403
C 0.559 -2.064 0.801 -0.603
C -1.508 -1.377 2.137 -0.616
H -0.460 -0.238 0.629 0.239
H -1.317 -1.713 -0.067 0.190
H 0.469 -3.156 0.848 0.175
H 1.094 -1.882 1.735 0.187
H -1.571 -0.434 2.653 0.203
H -2.466 -1.797 1.920 0.195
H 1.108 -1.732 -0.071 0.239
H -0.896 -2.016 2.770 0.190
C 0.467 3.062 -2.163 -0.740
C 1.179 1.725 -1.767 0.762
O 1.534 1.059 -2.767 -0.795
O 1.540 1.619 -0.578 -0.793
H 1.310 3.731 -2.334 0.200
H -0.192 3.471 -1.400 0.182
H -0.083 3.016 -3.104 0.187
```

=====

net charge of number 1 (C5H11O)?
-1

=====

Look up the energy above the lowest of the compared OMol25 structures with the same formula, charge and spin of the first one.
21.2 kcal per mole

=====

What did the fifth record say?
Below is 2 unconnected molecules or ions with the total composition C5H11O2, with properties calculated with the ωB97M-V functional and the def2-TZVPD basis.

Its energy above the lowest of the compared OMol25 structures with the same formula, charge and spin is 73.1 kcal per mole. Its net charge is -1. The largest force on an atom comes out at 0.0584 Eh/bohr. The gap between HOMO and LUMO comes out at 6.96 eV. The value obtained for the total energy is -347.5331 hartree. For the HOMO energy, the calculation gives -0.1184 Ha. The LUMO energy comes out at 3.74 eV.

The geometry in XYZ format:
```
18
Properties=species:S:1:pos:R:3:nbo_charge:R:1
C 0.221 0.113 1.165 0.016
O 0.531 0.785 2.265 -0.914
C 0.988 0.546 -0.128 -0.410
C 1.071 -0.485 -1.268 -0.481
C -0.305 -0.987 -1.550 -0.123
C -0.865 -0.964 -2.781 -0.482
H 0.434 -1.049 1.139 0.034
H -0.858 0.118 0.895 0.083
H 1.979 0.809 0.252 0.198
H 0.635 1.496 -0.572 0.167
H 1.795 -0.066 -1.974 0.209
H 1.606 -1.292 -0.738 0.201
H -0.879 -1.489 -0.776 0.210
H -0.174 -1.110 -3.599 0.180
H -1.931 -0.856 -2.919 0.189
H -2.086 1.920 3.543 0.431
H -0.767 1.162 3.134 0.513
O -1.395 1.349 3.911 -1.022
```

=====

Among the records above, which one has the lowest energy above the lowest of the compared OMol25 structures with the same formula, charge and spin?
number 3